{
  "formula": "C5H7N3O3",
  "method": "ωB97M-V/def2-TZVPD",
  "species": ["O", "O", "O", "N", "N", "N", "C", "C", "C", "C", "C", "H", "H", "H", "H", "H", "H", "H"],
  "xyz": [[2.753, -2.578, -0.242], [0.046, -0.605, -2.125], [2.037, -0.494, -0.385], [-0.490, 1.662, -0.546], [-2.080, 0.590, 0.572], [1.842, -1.826, 0.072], [-0.971, 2.497, 0.298], [-1.910, 1.803, 1.079], [-0.740, -0.645, -1.154], [-1.176, 0.519, -0.434], [0.889, -1.962, 0.861], [-1.198, -1.662, -0.891], [0.033, -1.196, 1.003], [-2.495, 2.268, 1.872], [2.830, -0.478, -0.937], [0.774, -2.929, 1.442], [-0.512, 3.523, 0.543], [0.366, 1.511, -1.029]],
  "total_energy_ha": -584.5443,
  "gap_ha": 0.3375,
  "smiles": "C=[N+]([O-])O.O=Cc1ncc[nH]1",
  "e_above_lowest_kcal_mol": 119.5
}